(1)
The following is a DFT calculation (the ωB97M-V functional and the def2-TZVPD basis) of an isolated ion of composition C15H32BBrNO3 and charge +1 at a distorted geometry.

Computed properties:
HOMO energy ... -0.447 Ha
Orbital gap ... 8.488 eV
Strongest force on any atom ... 3.78 eV/Å
SMILES string ... CCCCCCCCCCCCC[N@H+](CC(=O)Br)B(O)O
Energy ... -94421.0131 eV

Geometry as ORCA input:
```
! RIJCOSX wB97M-V def2-TZVPD def2/J DEFGRID3
* xyz 1 1
C 0.50 -2.48 6.07
C -0.14 -1.13 6.49
C -0.72 -0.30 5.30
C -2.25 -0.55 5.10
C -2.56 -1.74 4.15
C -1.89 -1.62 2.75
C -2.33 -0.36 1.95
C -2.42 -0.65 0.43
C -1.05 -0.56 -0.32
C -1.11 0.41 -1.55
C 0.19 1.25 -1.70
C 0.37 1.78 -3.17
C 1.66 1.08 -3.73
N 1.85 1.52 -5.16
C 2.29 0.42 -6.11
C 3.30 -0.59 -5.52
O 2.94 -1.66 -5.34
Br 5.14 -0.18 -5.11
B 2.72 2.79 -5.30
O 4.03 2.84 -4.98
O 2.18 3.92 -5.82
H 1.12 -2.85 6.90
H 1.15 -2.32 5.19
H -0.29 -3.22 5.89
H -0.94 -1.26 7.23
H 0.63 -0.49 6.97
H -0.61 0.77 5.56
H -0.15 -0.45 4.37
H -2.65 -0.81 6.09
H -2.74 0.35 4.70
H -3.65 -1.80 3.97
H -2.26 -2.70 4.60
H -0.79 -1.69 2.81
H -2.20 -2.52 2.18
H -1.54 0.40 2.09
H -3.30 -0.01 2.31
H -2.80 -1.69 0.31
H -3.16 -0.01 -0.08
H -0.84 -1.57 -0.71
H -0.21 -0.31 0.36
H -1.28 -0.23 -2.43
H -1.95 1.11 -1.38
H 1.03 0.55 -1.47
H 0.22 2.07 -0.98
H -0.49 1.37 -3.74
H 0.43 2.87 -3.22
H 1.49 0.01 -3.60
H 2.49 1.46 -3.12
H 0.92 1.81 -5.49
H 1.41 -0.12 -6.49
H 2.76 0.90 -6.98
H 4.22 2.39 -4.14
H 1.27 3.79 -6.13
*
```

Atom charges from the Löwdin analysis, given in e for atoms 1 to 4:
1 C -0.108
2 C -0.254
3 C -0.214
4 C -0.196

=====

(2)
The following is a DFT calculation (the ωB97M-V functional and the def2-TZVPD basis) of a 3-piece molecular cluster, C15H32BClIN5O9P overall at a distorted geometry.

Computed properties:
HOMO energy ... -0.452 Ha
Orbital gap ... 7.640 eV
Strongest force on any atom ... 1.87 eV/Å
Energy ... -72537.2894 eV

Geometry as ORCA input:
```
! RIJCOSX wB97M-V def2-TZVPD def2/J DEFGRID3
* xyz 1 1
C -2.65 2.75 -0.93
C -2.89 1.58 -1.91
C -2.39 0.25 -1.37
Cl -2.64 -1.06 -2.57
N -0.97 0.25 -1.01
C 0.11 0.67 -1.78
C 0.01 1.24 -3.17
N 1.17 0.97 -4.01
C 1.22 0.48 -1.06
B 2.74 0.79 -1.45
O 3.13 2.11 -1.27
N 3.58 -0.19 -2.02
C 4.95 -0.25 -1.46
C 3.04 -1.56 -2.08
N 0.81 -0.05 0.16
I 2.21 -0.43 1.58
C -0.52 -0.19 0.17
P -1.61 -0.82 1.50
N -2.68 0.24 1.74
O -0.70 -1.30 2.71
O -2.12 -2.18 0.89
H -1.89 2.53 -0.18
H -2.37 3.64 -1.49
H -3.57 3.00 -0.41
H -2.48 1.81 -2.89
H -3.96 1.45 -2.06
H -2.98 -0.02 -0.50
H -0.09 2.32 -3.08
H -0.88 0.83 -3.65
H 1.84 1.73 -3.98
H 1.67 0.13 -3.75
H 3.62 2.30 -0.46
H 4.94 -0.74 -0.49
H 5.59 -0.84 -2.12
H 5.36 0.76 -1.37
H 2.11 -1.61 -2.64
H 2.88 -2.00 -1.09
H 3.75 -2.20 -2.61
H -2.82 0.59 2.68
H -0.36 -0.55 3.22
H -1.79 -2.99 1.31
C 0.06 -4.17 3.17
O 0.53 -5.41 2.66
C -0.08 -6.48 3.20
O -0.94 -6.42 4.04
O 0.44 -7.57 2.66
C -0.12 -8.80 3.16
H 0.63 -3.40 2.65
H -1.01 -4.05 2.98
H 0.24 -4.09 4.24
H -1.18 -8.84 2.95
H 0.06 -8.89 4.23
H 0.40 -9.59 2.63
C -2.65 6.59 1.37
O -1.83 5.41 1.36
C -0.95 5.35 0.37
O -0.80 6.17 -0.49
O -0.26 4.21 0.48
C 0.73 4.03 -0.53
H -3.31 6.48 2.22
H -2.03 7.48 1.47
H -3.24 6.65 0.45
H 1.48 4.82 -0.50
H 0.27 4.00 -1.52
H 1.19 3.07 -0.32
*
```

Atom charges from the Löwdin analysis, given in e for atoms 1 to 4:
1 C -0.058
2 C -0.228
3 C -0.628
4 Cl 0.701

=====

(3)
The following is a DFT calculation (the ωB97M-V functional and the def2-TZVPD basis) of C15H32F5O2Si3TeTi as an isolated structure at a distorted geometry.

Computed properties:
HOMO energy ... -0.469 Ha
Orbital gap ... 8.225 eV
Strongest force on any atom ... 1.26 eV/Å
Energy ... -87797.8093 eV

Geometry as ORCA input:
```
! RIJCOSX wB97M-V def2-TZVPD def2/J DEFGRID3
* xyz 1 1
Ti 0.65 -1.24 -0.18
C -2.17 -2.53 -2.10
C -3.15 -2.32 -1.21
C -2.62 -2.56 0.14
C -1.32 -2.89 0.09
C -0.94 -2.99 -1.39
H -2.22 -2.40 -3.17
H -4.17 -2.02 -1.42
H -3.22 -2.54 1.04
H -0.75 -3.34 0.89
H -0.71 -4.03 -1.64
C 3.60 -0.10 -0.94
O 2.24 -0.10 -0.44
Si 1.62 1.14 0.69
C 2.30 2.76 0.13
C 2.37 0.71 2.32
C -0.12 0.59 0.32
Si -1.24 0.79 1.87
C -0.81 2.44 2.65
C -3.05 0.85 1.42
C -0.96 -0.55 3.14
Si -0.74 1.54 -1.24
C -2.37 0.98 -1.93
C -0.91 3.37 -0.87
C 0.47 1.29 -2.66
H 3.97 0.93 -0.97
H 3.59 -0.49 -1.96
H 4.23 -0.70 -0.29
H 3.38 2.76 0.30
H 1.90 3.56 0.77
H 2.10 3.03 -0.90
H 3.46 0.65 2.19
H 2.02 -0.24 2.73
H 2.19 1.49 3.06
H -1.00 3.28 1.98
H 0.24 2.50 2.98
H -1.41 2.58 3.55
H -3.32 1.75 0.87
H -3.62 0.85 2.35
H -3.38 -0.01 0.83
H -0.24 -0.24 3.89
H -0.61 -1.50 2.73
H -1.90 -0.75 3.66
H -3.19 0.89 -1.22
H -2.28 0.03 -2.46
H -2.65 1.74 -2.67
H -1.79 3.54 -0.25
H -1.08 3.89 -1.82
H -0.06 3.83 -0.38
H 0.62 0.24 -2.90
H 1.45 1.75 -2.52
H 0.02 1.75 -3.54
F 1.42 -4.47 -0.24
Te 2.69 -3.39 -1.10
F 4.36 -3.92 -1.76
F 3.59 -3.64 0.53
F 2.08 -4.37 -2.59
F 1.23 -2.04 1.28
O 0.22 -2.18 -1.67
*
```

Atom charges from the Löwdin analysis, given in e for atoms 1 to 4:
1 Ti 0.968
2 C -0.007
3 C -0.039
4 C -0.016

=====

(4)
The following is a DFT calculation (the ωB97M-V functional and the def2-TZVPD basis) of C15H32N2O4P2Sn as an isolated structure at a distorted geometry.

Computed properties:
HOMO energy ... -0.524 Ha
Orbital gap ... 5.137 eV
Strongest force on any atom ... 3.84 eV/Å
Energy ... -51636.1534 eV

Geometry as ORCA input:
```
! RIJCOSX wB97M-V def2-TZVPD def2/J DEFGRID3
* xyz 2 1
Sn 0.49 -0.96 -2.13
H -2.26 -1.43 -0.46
H -2.59 -0.77 -0.50
P -0.26 -3.48 -2.23
P -0.29 1.52 -2.37
C 1.24 2.41 -1.97
H 1.14 3.46 -2.24
H 1.43 2.34 -0.89
H 2.06 1.95 -2.53
C -0.62 1.90 -4.13
H -1.58 1.47 -4.43
H -0.65 2.99 -4.28
H 0.17 1.47 -4.76
C -1.63 2.30 -1.44
H -1.44 2.24 -0.36
H -1.74 3.37 -1.70
H -2.57 1.77 -1.68
C -0.40 -3.94 -3.99
H -0.46 -5.03 -4.11
H -1.31 -3.49 -4.42
H 0.47 -3.56 -4.55
C 1.16 -4.41 -1.58
H 1.23 -4.26 -0.50
H 1.04 -5.48 -1.81
H 2.09 -4.05 -2.05
C -1.68 -4.26 -1.40
H -2.61 -3.77 -1.73
H -1.73 -5.33 -1.64
H -1.59 -4.13 -0.31
C 2.37 -0.99 -0.61
O 3.31 -1.01 0.04
H 0.72 -0.99 -3.82
C -2.10 1.31 3.16
C -0.84 2.09 3.53
C 0.47 1.39 3.11
C 1.73 2.21 3.51
C 1.72 3.65 3.04
C 0.57 0.02 3.79
O 0.68 -0.15 5.00
N 0.52 -1.08 2.95
C 0.54 -1.15 1.55
O 0.65 -2.26 1.02
N 0.44 0.02 0.88
C 0.46 1.19 1.54
O 0.46 2.27 0.89
H -2.18 1.25 2.07
H -3.00 1.82 3.53
H -2.13 0.29 3.58
H -0.87 3.06 3.01
H -0.85 2.29 4.62
H 1.91 2.16 4.59
H 2.60 1.72 3.05
H 0.85 4.20 3.41
H 2.62 4.17 3.39
H 1.67 3.65 1.96
H 0.59 -2.00 3.40
*
```

Atom charges from the Löwdin analysis, given in e for atoms 1 to 4:
1 Sn 1.004
2 H 0.029
3 H 0.064
4 P 0.730

=====

(5)
The following is a DFT calculation (the ωB97M-V functional and the def2-TZVPD basis) of a 3-piece molecular cluster, C15H32N3O2 overall at a distorted geometry.

Computed properties:
HOMO energy ... -0.463 Ha
Orbital gap ... 7.213 eV
Strongest force on any atom ... 8.41 eV/Å
Energy ... -24624.0372 eV
Energy relative to the best compared isomer or geometry (same formula, charge and spin) ... 1003.7 kJ/mol

Geometry as ORCA input:
```
! RIJCOSX wB97M-V def2-TZVPD def2/J DEFGRID3
* xyz 1 1
O -1.04 6.50 3.49
N -0.45 6.64 2.41
O 0.87 6.44 2.72
C 0.85 5.08 3.36
N 0.48 4.02 2.34
C 0.49 2.76 3.20
C 0.88 3.15 4.75
N 1.13 4.67 4.78
H 0.25 4.11 1.30
H 0.26 1.69 2.76
H 0.94 2.39 5.64
H 1.42 5.28 5.58
C 3.48 -0.36 2.32
C 3.60 -1.06 0.98
C 2.30 -1.02 0.17
C 1.10 -1.73 0.81
C 1.32 -3.21 1.14
C 1.59 -4.07 -0.09
H 2.73 -0.83 2.97
H 4.44 -0.39 2.85
H 3.20 0.69 2.19
H 3.92 -2.10 1.14
H 4.39 -0.58 0.40
H 2.50 -1.46 -0.82
H 2.03 0.02 -0.02
H 0.25 -1.64 0.13
H 0.82 -1.20 1.72
H 0.42 -3.59 1.63
H 2.14 -3.32 1.86
H 0.76 -4.00 -0.80
H 1.71 -5.11 0.21
H 2.51 -3.76 -0.60
C -4.76 -0.27 -2.04
C -3.44 0.44 -2.33
C -2.91 0.17 -3.74
C -2.58 -1.29 -4.04
C -1.56 -1.94 -3.11
C -0.19 -1.27 -3.16
H -4.66 -1.36 -2.09
H -5.11 -0.02 -1.03
H -5.53 0.04 -2.74
H -2.70 0.15 -1.58
H -3.60 1.52 -2.21
H -2.03 0.79 -3.90
H -3.66 0.51 -4.47
H -2.21 -1.35 -5.08
H -3.50 -1.89 -4.03
H -1.44 -2.99 -3.40
H -1.93 -1.94 -2.08
H 0.22 -1.30 -4.17
H 0.51 -1.79 -2.50
H -0.24 -0.23 -2.84
*
```

Atom charges from the Löwdin analysis, given in e for atoms 1 to 4:
1 O 0.056
2 N 0.049
3 O -0.033
4 C -0.110

=====

(6)
The following is a DFT calculation (the ωB97M-V functional and the def2-TZVPD basis) of C15H32N3O7P2SiV as an isolated structure.

Computed properties:
HOMO energy (spin up / spin down) ... -0.659 / -0.659 Ha
Orbital gap (spin up / spin down) ... 8.414 / 8.797 eV
Strongest force on any atom ... 0.10 eV/Å
<S²> ... 0.7645
Energy ... -86999.0056 eV
Energy relative to the best compared isomer or geometry (same formula, charge and spin) ... 0.0 kJ/mol

Geometry as ORCA input:
```
! RIJCOSX wB97M-V def2-TZVPD def2/J DEFGRID3
* xyz 3 2
V -0.06 -0.07 -1.05
C -3.04 0.67 -2.73
P -1.39 0.06 -3.10
C -0.71 1.08 -4.42
C -1.55 -1.62 -3.74
H -3.64 0.65 -3.64
H -3.01 1.70 -2.36
H -3.52 0.03 -1.98
H -1.35 1.01 -5.30
H 0.29 0.74 -4.69
H -0.67 2.13 -4.10
H -2.22 -1.61 -4.60
H -1.98 -2.27 -2.97
H -0.58 -2.00 -4.04
O -1.53 -1.32 -0.39
C -1.51 -0.70 0.72
O -0.73 0.34 0.72
C -2.21 -1.02 1.96
C -2.96 -2.16 2.22
C -3.48 -2.36 3.49
C -3.24 -1.44 4.51
C -2.49 -0.31 4.22
C -2.00 -0.08 2.96
N -2.14 0.69 5.25
O -2.65 0.60 6.32
O -1.31 1.56 4.93
H -3.13 -2.90 1.44
H -4.06 -3.24 3.71
H -3.62 -1.59 5.51
H -1.47 0.82 2.75
N 0.80 2.22 3.01
C 0.50 2.87 1.69
P 1.56 2.05 0.39
O 2.24 0.94 1.08
O 0.74 1.76 -0.89
C 2.82 3.26 -0.21
N 2.39 4.05 -1.42
H 1.31 1.34 2.82
H -0.04 2.01 3.59
H 1.42 2.80 3.59
H 0.65 3.94 1.78
H -0.55 2.69 1.44
H 3.67 2.64 -0.51
H 3.16 3.95 0.56
H 1.80 4.85 -1.17
H 1.86 3.45 -2.05
H 3.20 4.43 -1.92
C 1.96 -3.67 -2.34
Si 2.30 -2.42 -1.04
C 3.95 -1.61 -1.09
C 1.69 -2.84 0.65
O 1.17 -1.06 -1.49
H 2.59 -4.55 -2.17
H 2.18 -3.30 -3.34
H 0.92 -4.02 -2.31
H 4.72 -2.34 -0.83
H 4.00 -0.80 -0.36
H 4.19 -1.22 -2.08
H 2.30 -3.64 1.08
H 0.66 -3.19 0.64
H 1.77 -1.98 1.32
*
```

Atom charges from the Löwdin analysis, given in e for atoms 1 to 4:
1 V 0.927
2 C -0.203
3 P 0.819
4 C -0.212

=====

(7)
The following is a DFT calculation (the ωB97M-V functional and the def2-TZVPD basis) of a 6-piece molecular cluster, C15H32NO18S3 overall at a distorted geometry.

Computed properties:
HOMO energy ... -0.207 Ha
Orbital gap ... 7.709 eV
Strongest force on any atom ... 11.69 eV/Å
Energy ... -86913.1781 eV
Energy relative to the best compared isomer or geometry (same formula, charge and spin) ... 211.0 kJ/mol

Geometry as ORCA input:
```
! RIJCOSX wB97M-V def2-TZVPD def2/J DEFGRID3
* xyz -1 1
N 28.25 -26.14 21.46
O 27.40 -26.73 22.31
O 28.10 -24.91 21.44
O 29.17 -26.72 20.99
O 32.23 -24.21 18.93
S 32.74 -24.91 17.77
O 33.91 -25.73 17.94
O 31.61 -25.83 17.05
C 30.66 -26.53 17.96
C 29.63 -27.34 17.14
C 33.24 -23.84 16.48
H 30.04 -25.83 18.44
H 30.98 -27.34 18.62
H 29.15 -28.06 17.86
H 30.12 -27.78 16.28
H 28.72 -26.46 16.74
H 33.57 -24.29 15.55
H 33.85 -23.19 16.70
H 32.31 -23.28 16.11
O 34.04 -30.34 21.68
S 32.66 -29.81 21.79
O 31.56 -30.69 21.96
O 32.78 -28.88 23.15
C 32.52 -29.44 24.32
C 32.94 -28.40 25.47
C 32.26 -28.66 20.46
H 33.02 -30.29 24.70
H 31.45 -29.73 24.38
H 32.61 -28.47 26.45
H 32.54 -27.38 25.27
H 33.96 -28.20 25.29
H 32.24 -29.28 19.56
H 33.21 -27.96 20.55
H 31.41 -28.14 20.72
O 24.08 -28.27 24.71
S 23.77 -28.84 23.50
O 24.69 -29.78 22.92
O 22.26 -29.74 23.66
C 22.28 -30.81 24.59
C 20.87 -31.29 24.66
C 23.59 -27.53 22.39
H 22.64 -30.12 25.51
H 23.02 -31.54 24.21
H 20.17 -30.54 25.26
H 21.09 -32.28 25.18
H 20.45 -31.55 23.82
H 24.58 -27.08 22.06
H 22.98 -26.70 22.89
H 23.10 -27.99 21.49
C 27.31 -22.52 18.11
C 28.84 -22.90 18.20
O 28.96 -23.82 17.11
C 27.87 -23.88 16.38
O 27.89 -24.57 15.35
O 26.95 -23.16 16.85
H 27.29 -21.62 18.03
H 26.52 -22.77 18.93
H 28.95 -23.50 19.19
H 29.44 -22.01 17.86
C 27.26 -27.21 25.38
C 28.86 -27.14 25.23
O 29.25 -27.07 26.52
C 28.18 -26.98 27.42
O 28.47 -26.80 28.62
O 27.11 -27.09 26.84
H 26.80 -28.09 25.04
H 26.84 -26.07 25.05
H 29.21 -26.54 24.26
H 29.21 -28.14 24.98
*
```

Atom charges from the Löwdin analysis, given in e for atoms 1 to 4:
1 N -0.618
2 O -0.155
3 O -0.071
4 O 0.002

=====

(8)
The following is a DFT calculation (the ωB97M-V functional and the def2-TZVPD basis) of C15H32NO3P2Sn as an isolated structure at a distorted geometry.

Computed properties:
HOMO energy (spin up / spin down) ... -0.679 / -0.665 Ha
Orbital gap (spin up / spin down) ... 6.129 / 5.874 eV
Strongest force on any atom ... 2.88 eV/Å
Energy ... -48085.0754 eV
Energy relative to the best compared isomer or geometry (same formula, charge and spin) ... 225.9 kJ/mol

Geometry as ORCA input:
```
! RIJCOSX wB97M-V def2-TZVPD def2/J DEFGRID3
* xyz 3 1
Sn -0.27 -0.57 0.27
P -1.68 -2.10 -1.00
C -1.42 -1.13 -2.40
C -1.22 0.26 -2.39
N -0.79 0.94 -1.26
C -0.41 2.24 -1.35
C -0.68 2.94 -2.51
C -1.22 2.31 -3.62
C -1.46 0.96 -3.58
C 0.31 2.87 -0.21
P 1.72 1.91 0.43
H -1.82 0.33 -4.40
H -0.41 3.99 -2.57
H -1.43 2.82 -4.56
H 0.71 3.84 -0.52
H -0.31 3.13 0.66
H 2.79 -2.29 -4.86
H -1.43 -1.63 -3.37
H 4.47 -0.28 -0.48
O 2.01 -2.59 -4.42
H 2.05 -3.56 -4.41
H 1.04 0.57 0.96
O 4.62 -0.96 -1.18
H 3.87 -0.73 -1.80
C 3.05 2.41 -0.69
H 3.06 3.51 -0.90
H 4.03 2.13 -0.28
H 2.96 1.88 -1.64
C 2.13 2.54 2.06
H 3.00 2.02 2.48
H 2.38 3.60 2.05
H 1.31 2.42 2.76
C -3.22 -1.75 -0.14
H -3.79 -2.69 -0.21
H -3.08 -1.50 0.92
H -3.70 -0.89 -0.63
C -1.29 -3.83 -1.07
H -1.08 -4.19 -0.06
H -2.24 -4.25 -1.45
H -0.44 -3.99 -1.74
C 0.35 -0.25 3.80
C -0.95 -0.61 3.12
C -0.91 -2.13 3.02
C -2.12 -0.20 4.00
O -1.17 0.08 1.89
H 0.27 -0.63 4.82
H 0.51 0.83 3.86
H 1.22 -0.70 3.31
H -0.83 -2.51 4.05
H -1.81 -2.56 2.57
H -0.04 -2.49 2.45
H -2.12 0.89 4.18
H -3.09 -0.52 3.58
H -1.96 -0.70 4.95
*
```

Atom charges from the Löwdin analysis, given in e for atoms 1 to 4:
1 Sn 1.258
2 P 0.789
3 C -0.177
4 C -0.313

=====

> Which value of energy does entry 8 give?

-48085.0754 eV